Entry 1:
# C25H71N5O9

8 unconnected molecules or ions with the total composition C25H71N5O9 in a non-equilibrium geometry (the ωB97M-V functional and the def2-TZVPD basis, OMol25).

HOMO energy in eV: -8.558
Relative energy (zero: lowest compared OMol25 entry of this formula, charge and spin) in eV: 1.424
Strongest force on any atom in eV/Å: 2.79
Molar mass in g/mol: 585.869
DFT total energy in eV: -52948.509
SMILES: COC[C@H](C)N.COC[C@H](C)N.COC[C@H](C)N.COC[C@H](C)N.COCCNCCOC.CO.CO.CO

Cartesian coordinates (Å):
O1 -13.13007 -0.38925 19.62881
O2 -9.49619 0.83173 13.87132
O3 -17.69210 3.65083 13.49295
O4 -16.92416 2.34552 19.01117
O5 -14.21656 5.31351 9.69522
O6 -17.01103 0.24486 11.49007
O7 -13.44118 -3.46368 16.28496
O8 -14.28635 5.17748 15.48613
O9 -15.48902 -0.15150 13.78130
N1 -12.75002 -0.74311 13.86562
N2 -14.53236 -1.36244 17.47984
N3 -15.17068 2.59760 11.92833
N4 -10.77000 4.22661 16.23492
N5 -17.55803 4.39876 16.97996
C1 -15.75622 0.55285 15.02514
C2 -11.73252 6.50475 15.99917
C3 -15.21625 5.13697 14.34741
C4 -12.00322 5.03446 16.34004
C5 -14.78723 -3.24665 15.96009
C6 -11.68164 0.57691 15.71961
C7 -16.45667 3.31080 19.89293
C8 -13.62965 2.44308 9.94263
C9 -18.58066 3.77159 17.83878
C10 -9.39485 2.15154 13.29973
C11 -12.29900 0.28578 20.60137
C12 -18.20305 -0.51312 11.78130
C13 -11.80442 0.39166 14.19353
C14 -19.87237 3.72655 17.13223
C15 -18.68662 3.17295 12.54561
C16 -10.51151 -0.01273 13.54640
C17 -15.11968 -0.58332 18.47766
C18 -15.27858 -2.53762 17.18467
C19 -14.17535 3.31409 11.08598
C20 -13.46516 6.46067 10.15594
C21 -18.21893 2.39846 18.45038
C22 -12.79717 -4.30921 15.34557
C23 -14.87471 4.58096 10.63107
C24 -13.03567 4.46105 15.34829
C25 -14.14851 0.34257 19.02016
H1 -19.08082 0.09713 11.51988
H2 -13.55753 -1.52613 17.72802
H3 -14.37271 1.97731 9.38239
H4 -19.99605 2.85842 16.51566
H5 -15.81586 1.62541 14.94377
H6 -12.63003 -0.96539 12.85253
H7 -14.67349 1.05963 19.69166
H8 -13.40643 -5.16216 15.08296
H9 -13.32949 3.71097 11.71765
H10 -15.04137 5.13432 11.61810
H11 -13.01635 1.61284 10.42950
H12 -16.17721 5.49000 14.71724
H13 -16.50474 0.29679 12.33154
H14 -10.03711 4.77709 16.58176
H15 -14.68725 1.92857 12.52609
H16 -11.41667 0.72998 20.09652
H17 -11.00998 1.34144 16.00431
H18 -12.64864 4.53341 14.35187
H19 -10.18865 -0.97405 13.89206
H20 -17.14005 3.51391 20.73019
H21 -12.16434 1.35034 13.81763
H22 -10.71718 -0.16742 12.38924
H23 -14.11737 7.28840 10.35913
H24 -9.99493 2.20428 12.41464
H25 -12.44500 4.90373 17.39100
H26 -16.32736 4.31869 19.41270
H27 -18.28093 2.39371 11.90079
H28 -18.23368 1.60843 17.70470
H29 -11.12295 6.52509 15.04584
H30 -16.64967 4.13332 17.37932
H31 -15.31387 -4.18171 15.85163
H32 -14.85691 -2.55037 15.14393
H33 -12.91107 0.99062 21.15313
H34 -19.10424 4.04250 11.98902
H35 -15.54552 2.90766 20.34310
H36 -11.20825 6.97204 16.84694
H37 -15.79436 2.11857 11.22376
H38 -12.03512 -0.49799 21.28296
H39 -12.61666 0.80999 16.22699
H40 -8.33967 2.34836 13.11724
H41 -13.15773 3.40869 15.48096
H42 -19.90347 4.59791 16.46838
H43 -15.12575 0.19224 15.84739
H44 -19.52458 2.76016 13.17180
H45 -12.52606 -3.80851 14.42391
H46 -19.04150 2.12361 19.16483
H47 -15.30671 -3.19602 18.05338
H48 -17.58343 3.94528 16.08390
H49 -11.88615 -4.75061 15.76067
H50 -9.75768 2.87953 13.98887
H51 -15.81771 4.28765 10.12626
H52 -15.61539 -1.15903 19.29022
H53 -18.16373 -1.39202 11.10948
H54 -16.79083 0.38367 15.36980
H55 -15.84035 0.14613 18.05653
H56 -12.68982 7.04919 15.76165
H57 -16.77099 3.43614 13.12995
H58 -14.49714 -0.27373 13.80208
H59 -18.67156 4.47341 18.68842
H60 -18.17364 -0.83515 12.81244
H61 -10.88441 3.49780 16.89707
H62 -14.72865 5.73598 13.55760
H63 -16.28172 -2.18996 17.00957
H64 -15.25710 4.12587 14.03704
H65 -20.68038 3.76611 17.88794
H66 -12.88016 6.19544 11.08278
H67 -11.27272 -0.39153 16.13862
H68 -12.48294 -1.57028 14.38021
H69 -13.06213 3.03158 9.21003
H70 -12.75520 6.68777 9.35278
H71 -13.76727 0.96985 18.15752

Entry 2:
# C6H5NO

A single C6H5NO molecule in a non-equilibrium geometry (the ωB97M-V functional and the def2-TZVPD basis, OMol25).

HOMO energy (spin up / spin down) in eV: -6.670 / -9.850
Relative energy (zero: lowest compared OMol25 entry of this formula, charge and spin) in eV: 0.000
<S²>: 2.03
Strongest force on any atom in eV/Å: 3.14
Molar mass in g/mol: 107.112
DFT total energy in eV: -9834.878
2S+1: 3

Cartesian coordinates (Å):
O1 -0.78040 2.83769 1.78493
N1 -0.19818 -1.63163 0.42227
C1 -0.10382 -1.77587 -0.77200
C2 -0.66414 1.84468 1.15224
C3 0.33880 -0.59895 -1.57098
C4 0.13994 -0.54103 1.22872
C5 -0.23792 0.60706 -0.90165
C6 -0.24165 0.74443 0.51253
H1 -0.17403 -0.74426 2.23733
H2 1.20315 -0.52949 1.19854
H3 1.31398 -0.77697 -1.27902
H4 0.30341 -0.79181 -2.65050
H5 -0.89913 1.35613 -1.36241

Entry 3:
# C38H37MnN4O4PS

A molecular structure, C38H37MnN4O4PS in a non-equilibrium geometry (the ωB97M-V functional and the def2-TZVPD basis, OMol25).

HOMO energy (spin up / spin down) in eV: -10.610 / -10.760
Relative energy (zero: lowest compared OMol25 entry of this formula, charge and spin) in eV: 0.839
<S²>: 6.07
Strongest force on any atom in eV/Å: 2.64
Molar mass in g/mol: 731.717
DFT total energy in eV: -105596.832
Charge: +1
2S+1: 5

Cartesian coordinates (Å):
Mn1 0.06927 0.12263 0.48287
S1 1.79978 0.54235 3.09372
P1 -1.07895 -0.64680 2.37844
O1 -1.60917 0.17746 -0.24566
O2 -3.27968 -0.78805 -1.32297
O3 2.80861 1.56142 3.32125
O4 -0.78067 -0.51186 3.95440
N1 -0.41111 -1.99280 -2.20514
N2 1.72471 0.23117 1.38889
N3 1.07778 1.56644 -0.75828
N4 0.63504 -1.22728 -1.57663
C1 1.58505 2.77601 -2.75310
C2 -2.08106 -2.38329 -3.86760
C3 -3.69630 -0.50767 3.39664
C4 -3.53003 -0.47720 1.00159
C5 3.39178 2.06517 -1.33565
C6 -0.22850 1.64438 6.82198
C7 2.93398 2.69585 -2.51119
C8 -0.29101 -3.01586 1.22743
C9 2.59416 -2.16590 2.96799
C10 -1.27353 -4.65673 3.22282
C11 -5.07672 -0.56656 3.29372
C12 -0.52616 2.89455 6.30362
C13 -0.30199 0.51808 6.02166
C14 2.56629 -1.00030 3.70856
C15 -0.88657 3.02101 4.97238
C16 -0.62291 -5.20567 2.12751
C17 -0.82694 -1.56834 -3.54691
C18 0.68594 2.22879 -1.82986
C19 -2.77566 -0.37835 -0.29255
C20 4.74190 1.97296 -0.94021
C21 -5.69158 -0.59210 2.05151
C22 2.40881 1.47536 -0.50377
C23 3.03916 -0.96656 5.01006
C24 -4.91617 -0.54029 0.90823
C25 3.11575 -3.31748 3.53655
C26 -1.43000 -3.28614 3.32921
C27 -2.90541 -0.48858 2.25111
C28 3.58834 -3.29691 4.83935
C29 -0.68854 0.65171 4.69602
C30 5.07347 1.32028 0.22084
C31 -0.97233 1.89977 4.16590
C32 -1.18834 -0.07596 -3.60581
C33 4.11205 0.71181 1.03146
C34 0.30128 -1.90366 -4.52610
C35 3.55227 -2.12197 5.57589
C36 -0.92668 -2.46086 2.33140
C37 -0.13386 -4.38416 1.12299
C38 2.77377 0.76360 0.67608
H1 -0.47473 3.76680 6.93808
H2 4.01220 -4.19281 5.26846
H3 0.07145 1.54650 7.85354
H4 -1.71213 0.20160 -2.69504
H5 6.10764 1.26260 0.51966
H6 3.17146 -4.22236 2.94866
H7 -0.31706 0.56261 -3.73661
H8 1.20538 3.24993 -3.64444
H9 -5.35945 -0.55865 -0.07591
H10 -1.89576 -3.44659 -3.74083
H11 4.41819 0.19699 1.92509
H12 0.47863 -2.97599 -4.53248
H13 0.36700 -4.80271 0.26301
H14 -2.38445 -2.20740 -4.89521
H15 -1.23043 -2.02774 -1.60288
H16 -0.49880 -6.27575 2.05111
H17 1.43207 -1.86021 -1.44750
H18 3.64870 3.11174 -3.20521
H19 2.24264 -2.15916 1.94324
H20 -5.67485 -0.60612 4.19113
H21 0.93404 -0.50878 -2.24313
H22 -0.38098 2.32540 -1.97302
H23 1.22828 -1.39590 -4.26032
H24 3.93616 -2.09693 6.58402
H25 0.08807 -2.34276 0.45353
H26 -1.86272 0.10235 -4.43657
H27 -0.06691 -0.46246 6.40824
H28 -2.89384 -2.07510 -3.21369
H29 3.02541 -0.03282 5.55199
H30 -1.24552 1.97784 3.11770
H31 -6.76674 -0.65607 1.97166
H32 -1.66174 -5.30662 3.99313
H33 -1.10579 3.99529 4.56340
H34 0.02849 -1.59344 -5.53060
H35 -3.23540 -0.46195 4.37327
H36 5.49952 2.43061 -1.55709
H37 -1.93789 -2.86191 4.18173

Entry 4:
# C29H31FN8O3V

A molecular structure, C29H31FN8O3V in a non-equilibrium geometry (the ωB97M-V functional and the def2-TZVPD basis, OMol25).

HOMO energy (spin up / spin down) in eV: -6.730 / -7.718
<S²>: 3.76
Strongest force on any atom in eV/Å: 3.50
Molar mass in g/mol: 609.562
DFT total energy in eV: -77044.344
2S+1: 4

Cartesian coordinates (Å):
V1 -0.07654 0.33124 0.61419
F1 -3.70772 3.11636 5.02591
O1 -1.40533 -4.72342 -3.71798
O2 0.63359 -4.75817 -2.62909
O3 0.02061 1.54840 -1.27725
N1 3.50482 0.16883 0.01679
N2 3.98192 2.11479 1.14014
N3 3.60871 -1.90619 -0.99000
N4 1.46861 -0.89056 -0.52073
N5 0.18064 -1.08053 2.10592
N6 1.76006 1.42453 0.92066
N7 -3.47608 0.59924 -0.93353
N8 -1.45383 -1.31742 -0.06870
C1 0.95404 -2.00594 4.15785
C2 -2.83130 1.65524 -3.41174
C3 -2.50976 1.12338 2.21768
C4 -0.57368 -4.41071 -2.86767
C5 0.49954 -3.23939 3.77237
C6 2.74517 -0.85264 -0.58936
C7 -3.41172 1.68137 3.17093
C8 -0.28208 -2.36081 1.76181
C9 -1.73845 -2.33215 -2.17951
C10 -1.22553 1.60773 1.96018
C11 -2.23606 0.45370 -2.96126
C12 -2.63642 -0.06123 -1.71142
C13 -0.80910 2.56874 2.93102
C14 -1.12573 3.45382 -0.66562
C15 -3.84497 2.20902 -2.67343
C16 -1.95680 -1.30095 -1.30733
C17 3.00590 1.23935 0.69647
C18 -0.92042 -2.44883 0.41820
C19 2.85778 -3.10736 -1.45993
C20 0.74120 -0.94168 3.32326
C21 -1.64391 3.06697 3.95070
C22 -2.93610 2.63726 4.01736
C23 -0.70652 -3.53111 -0.43125
C24 -0.99203 -3.39742 -1.74908
C25 4.76019 -1.68113 -1.87932
C26 -0.16915 -3.47635 2.56604
C27 -4.06821 1.74276 -1.38346
C28 0.57680 3.43567 -2.68106
C29 -0.11858 2.75048 -1.50896
H1 -4.51355 2.99131 -3.02904
H2 -2.91329 0.28285 1.70625
H3 -0.02104 3.45812 -3.57633
H4 5.08087 -0.66274 -1.92881
H5 3.64611 2.82486 1.72283
H6 0.52887 -4.02765 4.58638
H7 -1.71299 -0.18035 -3.62731
H8 3.59969 -3.93218 -1.30542
H9 4.75142 2.34203 0.51851
H10 -1.75144 2.78744 -0.16038
H11 1.07479 -1.68496 -1.02190
H12 5.70098 -2.13978 -1.45000
H13 0.17764 2.96861 2.80389
H14 -2.49349 2.12247 -4.37768
H15 -0.17434 -4.49787 -0.05353
H16 1.04263 0.04886 3.56326
H17 -0.49245 4.01701 0.06731
H18 -1.71716 4.28508 -1.12951
H19 1.54678 2.96384 -2.82014
H20 2.65135 -3.18292 -2.50694
H21 4.49358 -0.10704 0.10067
H22 1.44126 -1.85904 5.10547
H23 -2.12803 -2.36082 -3.20557
H24 1.99106 -3.25416 -0.79142
H25 -4.41687 1.26861 3.25261
H26 -0.58139 -4.43345 2.29746
H27 0.84066 4.44869 -2.35109
H28 -1.45330 3.93085 4.57994
H29 4.53010 -2.00807 -2.86949
H30 1.63483 2.33140 1.42717
H31 -4.80685 2.15411 -0.69701